<i>
10
Properties=species:S:1:pos:R:3 method="wB97M-V/def2-TZVPD" homo_ev=-9.1947 smiles="S=C(NS)NS" lumo_ev=-0.4 orbital_gap_ha=0.3228
C -0.64 -0.06 -0.12
H 0.21 2.10 -1.30
H -0.76 1.53 0.82
H -1.00 -1.95 -0.32
H 1.43 -1.85 1.26
N 0.15 0.95 0.68
N 0.00 -1.28 -0.50
S 1.32 2.00 -0.28
S -2.38 0.04 -0.14
S 1.67 -1.49 -0.10

***

<ii>
10
Properties=species:S:1:pos:R:3 method="wB97M-V/def2-TZVPD" homo_ev=-8.3129 smiles="S=C(NS)NS" lumo_ev=0.1 orbital_gap_ha=0.3103
C -0.45 -0.13 -0.70
H 1.76 -2.04 0.20
H -0.92 -2.09 -0.16
H -0.08 1.81 -1.08
H -0.36 2.73 1.55
N -0.25 -1.27 0.10
N -0.07 1.14 -0.30
S 1.22 -1.43 1.18
S -1.58 -0.43 -1.99
S 0.73 1.71 1.20

***

<iii>
10
Properties=species:S:1:pos:R:3 method="wB97M-V/def2-TZVPD" homo_ev=-7.7133 smiles="[NH3+][S-].S=C=NS" lumo_ev=-0.3 orbital_gap_ha=0.2718
C 1.39 -0.85 -0.48
N -1.80 0.42 -0.18
N 0.74 -0.36 0.41
S 2.10 -1.54 -1.65
S 1.60 0.60 1.57
S -1.17 -0.15 -1.80
H -1.87 1.47 -0.08
H -2.72 -0.04 0.02
H -1.04 0.32 0.55
H 2.78 0.11 1.65

***

Question: of the structures shown, which is the most stable? Reply: <ii>.